1.
The following is a DFT calculation (ωB97M-V/def2-TZVPD) of a cluster of 2 separate species, C2HO4 in total in a non-equilibrium geometry.

The LUMO energy is 3.75 eV. Its net charge is -1. The relative energy (zero: lowest compared OMol25 entry of this formula, charge and spin) is 21.18 kJ/mol. The calculation puts the frontier orbital gap at 0.2870 Ha. Its total energy is -377.862076 Eh. For the strongest force on any atom, the calculation gives 3.89 eV Å⁻¹. The multiplicity is 1.

Cartesian coordinates (Å):
C  -1.494  0.354  0.011
C  1.893  -0.331  0.019
O  1.666  -1.183  -0.763
O  -0.307  0.302  0.304
O  2.473  0.343  0.774
O  -2.271  1.266  -0.070
H  -1.961  -0.750  -0.275

2.
The following is a DFT calculation (ωB97M-V/def2-TZVPD) of a structure of composition C6H8OS in a non-equilibrium geometry.

The LUMO energy is -0.05 eV. The relative energy (zero: lowest compared OMol25 entry of this formula, charge and spin) is 508.48 kJ/mol. The calculation puts the frontier orbital gap at 0.3145 Ha. Its total energy is -706.652493 Eh. For the strongest force on any atom, the calculation gives 7.10 eV Å⁻¹. The multiplicity is 1.

Cartesian coordinates (Å):
C  1.216  0.475  0.199
C  0.707  -0.491  -0.700
C  0.446  0.286  -1.977
C  -0.388  1.478  -1.233
C  -0.210  1.049  0.265
C  -0.651  -0.352  0.110
H  1.098  0.255  2.264
H  1.893  1.005  -0.639
H  1.190  -1.485  -0.719
H  -0.329  -0.199  -2.751
H  1.285  0.698  -2.505
H  -1.404  1.470  -1.349
H  -0.158  2.554  -1.446
H  -0.673  1.851  1.014
O  2.013  0.032  1.298
S  -1.608  -1.317  0.985